1.
Here is a cluster of 5 separate species, C27H43F9N2O8 in total at a distorted geometry from the OMol25 dataset. Energies are from the ωB97M-V functional and the def2-TZVPD basis.

- E_LUMO: 0.1 eV
- Structure (SMILES): CCCCC[C@H]1[C@@](O)(CCC(N)=O)NC(=O)[C@@]1(COc1ccccc1)C(F)(F)C(F)(F)C(F)(F)C(F)(F)F.CO.CO.CO.CO
- Largest force on an atom: 1.57 eV/A
- Gap between HOMO and LUMO: 8.595 eV
- HOMO: -0.310 Eh
- ΔE to the lowest compared entry with this formula, charge and spin: 0.0 kJ/mol

Cartesian coordinates (Å):
C1 2.17182 -2.65652 4.73267
C2 2.84783 -1.67458 3.77804
C3 2.72124 -2.04997 2.30163
C4 1.26764 -2.04688 1.81508
C5 1.17475 -2.05512 0.26562
C6 0.81675 -0.68901 -0.32290
C7 1.49279 -0.30274 -1.65381
O1 1.57357 1.12371 -1.66319
C8 2.80348 -0.93738 -2.04524
C9 4.02098 -0.66635 -1.13701
C10 4.18459 0.77482 -0.73786
N1 3.66719 1.22579 0.49269
O2 4.78178 1.52186 -1.47488
N2 0.43416 -0.70827 -2.62788
C11 -0.70066 -0.12093 -2.12089
O3 -1.52292 0.48306 -2.73188
C12 -0.68116 -0.32091 -0.55816
C13 -1.03608 1.07112 0.01824
O4 -2.36976 1.14014 0.47294
C14 -2.68150 2.26758 1.18509
C15 -1.87089 3.40225 1.23435
C16 -2.26598 4.51926 1.98155
C17 -3.47641 4.51814 2.68354
C18 -4.29419 3.38798 2.60963
C19 -3.91179 2.26901 1.86689
C20 -1.74345 -1.43590 -0.39253
F1 -1.32781 -2.51203 -1.10224
F2 -2.91832 -1.06101 -0.94090
C21 -2.07287 -1.92496 1.05445
F3 -1.56914 -1.06680 1.95538
F4 -1.51421 -3.12912 1.27579
C22 -3.58529 -2.09828 1.38970
F5 -3.61526 -2.52845 2.66641
F6 -4.23645 -0.94717 1.33950
C23 -4.33361 -3.16850 0.51047
F7 -3.52533 -3.69483 -0.40171
F8 -4.78195 -4.15820 1.26336
F9 -5.35785 -2.61751 -0.10247
H1 2.78191 -3.54978 4.83508
H2 1.16333 -2.90415 4.41843
H3 2.10872 -2.20991 5.72301
H4 2.47999 -0.65986 3.91534
H5 3.91297 -1.65877 4.01062
H6 3.19309 -3.01221 2.10800
H7 3.23851 -1.26531 1.75009
H8 0.81118 -1.14041 2.20281
H9 0.76831 -2.93047 2.19546
H10 2.14302 -2.38871 -0.09524
H11 0.48022 -2.83106 -0.02736
H12 1.24237 0.01642 0.38858
H13 2.29659 1.40010 -2.23843
H14 2.63122 -2.00611 -2.10285
H15 3.06118 -0.57792 -3.04185
H16 4.04733 -1.35388 -0.29940
H17 4.91126 -0.87406 -1.72427
H18 2.71327 1.55151 0.37314
H19 4.20475 2.04701 0.75286
H20 0.67493 -0.35068 -3.54791
H21 -0.37249 1.26952 0.86169
H22 -0.87653 1.82589 -0.74601
H23 -0.93333 3.44065 0.70183
H24 -1.64209 5.39848 2.02746
H25 -3.76870 5.37650 3.26697
H26 -5.24231 3.35857 3.12608
H27 -4.56590 1.41794 1.81789
C24 -3.41232 3.76924 -2.68195
O5 -3.71893 2.44989 -2.26466
H28 -4.22980 4.41697 -2.37248
H29 -2.48898 4.12281 -2.21000
H30 -3.30763 3.82791 -3.77039
H31 -2.98737 1.88063 -2.52846
C25 7.96044 -0.10062 -3.19646
O6 7.19449 -0.05526 -1.99945
H32 8.60526 -0.97428 -3.14134
H33 7.31805 -0.19304 -4.07723
H34 8.58502 0.79015 -3.30200
H35 6.61800 0.71772 -2.04268
C26 -1.69840 7.15045 -1.60481
O7 -0.84735 6.59927 -0.60253
H36 -2.68260 7.28275 -1.16435
H37 -1.32334 8.11961 -1.94369
H38 -1.77823 6.47257 -2.45848
H39 0.02385 6.48169 -0.98916
C27 -3.04766 -7.56973 -0.90309
O8 -2.25390 -6.39069 -0.87061
H40 -2.38732 -8.39996 -1.14090
H41 -3.51644 -7.76172 0.06612
H42 -3.82252 -7.50755 -1.67228
H43 -2.83085 -5.65138 -0.66061

Atomic forces in eV per Å
0.2 0.5 0.1
0.3 -0.6 -0.2
-0.5 0.6 0.2
0.7 -0.1 -0.5
-0.2 -0.5 0.4
0.5 0.2 0.6
-1.1 -0.8 -0.5
0.3 0.0 0.2
0.3 0.1 0.4
-0.2 -0.3 -0.2
-0.4 -0.1 0.1
0.3 0.1 0.3
0.6 0.5 -0.3
1.3 0.9 0.1
0.4 -0.7 0.8
-0.8 0.5 -0.7
-0.3 0.4 -1.3
-0.2 -0.3 0.6
0.1 0.0 0.1
-0.6 0.4 0.2
-0.1 0.2 0.3
-0.7 -0.4 0.3
0.5 -0.5 -0.5
0.4 -0.3 -0.4
0.4 0.7 0.1
0.2 0.0 0.4
0.0 -0.1 -0.2
-0.1 0.1 -0.1
-0.2 0.1 -0.1
0.0 0.2 0.1
0.1 -0.2 0.1
0.2 -0.4 0.1
0.0 -0.1 0.2
-0.2 0.4 -0.1
0.0 0.3 0.3
0.3 -0.2 -0.4
-0.1 -0.4 0.3
-0.4 0.3 -0.3
-0.1 -0.3 -0.1
-0.1 -0.2 0.0
-0.1 0.0 0.1
-0.2 0.1 0.1
0.1 0.2 0.1
0.1 -0.1 -0.1
0.3 -0.1 -0.2
-0.3 -0.1 0.2
-0.3 0.1 0.2
0.1 0.1 -0.2
0.0 0.0 -0.2
-0.2 0.2 0.2
-0.1 0.1 -0.1
0.1 -0.2 -0.2
-0.1 0.0 -0.2
-0.2 0.2 0.3
0.1 -0.1 -0.1
-0.2 -0.4 0.0
0.0 0.1 0.0
-0.3 -0.2 -0.2
0.1 0.1 0.0
0.2 0.1 -0.1
0.0 0.0 0.0
0.2 0.0 -0.2
0.0 0.1 0.0
-0.1 0.1 0.1
0.0 -0.2 -0.1
0.1 -0.3 0.1
0.0 0.2 0.0
0.0 0.0 0.0
0.0 0.1 0.0
0.0 0.1 0.0
0.0 -0.2 0.1
-0.1 0.1 0.1
0.1 0.0 -0.1
0.0 0.0 0.0
0.0 0.0 0.0
0.0 0.0 0.0
-0.1 0.0 0.1
0.3 -0.1 0.0
-0.1 0.0 0.0
0.0 0.0 0.0
-0.1 0.0 0.0
-0.1 0.1 0.0
0.0 0.0 0.0
0.0 0.2 0.0
0.0 -0.1 0.0
0.0 0.0 0.0
0.0 -0.1 0.0
0.0 -0.1 0.0
0.1 0.0 0.0

=====

2.
Here is a cluster of 4 separate species, C27H43FN3O10 in total at a distorted geometry from the OMol25 dataset. Energies are from the ωB97M-V functional and the def2-TZVPD basis.

- E_LUMO: -2.3 eV
- Largest force on an atom: 3.04 eV/A
- Net charge: +1
- Gap between HOMO and LUMO: 9.926 eV
- HOMO: -0.450 Eh

Cartesian coordinates (Å):
C1 -6.33889 -1.91029 -2.11604
C2 -5.25390 -1.55762 -2.47122
C3 -3.85858 -1.30700 -2.87445
N1 -3.32302 -0.05999 -2.32711
C4 -2.67557 0.01285 -1.20674
N2 -2.48198 -1.14055 -0.40763
C5 -2.40632 -0.55066 0.95018
C6 -3.73263 0.18032 1.14876
C7 -4.79898 0.71673 1.16989
C8 -2.16316 -1.44760 2.17837
C9 -2.67181 -0.73673 3.37637
C10 -3.09140 -0.08890 4.28699
C11 -1.42677 0.60188 0.62950
C12 0.09040 0.35409 0.62258
C13 0.59661 -0.81733 -0.24323
C14 0.65434 -0.55414 -1.76678
C15 1.86044 0.29212 -2.23906
O1 2.23442 1.33489 -1.35059
N3 -2.09267 1.08046 -0.59449
C16 -1.46570 2.12734 -1.39596
F1 -1.47008 1.86274 -2.74665
C17 -2.23683 3.45413 -1.17216
C18 -3.71018 3.31116 -1.59722
H1 -7.35174 -2.24622 -2.07841
H2 -3.76599 -1.31313 -3.96495
H3 -3.24584 -2.14982 -2.53607
H4 -3.45619 0.80078 -2.84357
H5 -3.35651 -1.67219 -0.35982
H6 -5.76775 1.07580 0.89932
H7 -2.79305 -2.34159 2.08078
H8 -1.11258 -1.70668 2.32779
H9 -3.48144 0.73965 4.83494
H10 -1.58977 1.29515 1.46996
H11 0.35111 0.10697 1.66334
H12 0.60012 1.30110 0.42130
H13 0.00032 -1.72403 -0.09172
H14 1.61578 -1.09225 0.07083
H15 -0.25483 -0.11637 -2.19371
H16 0.76242 -1.53911 -2.24738
H17 2.73965 -0.31181 -2.50972
H18 1.55948 0.78586 -3.17257
H19 2.54667 0.92636 -0.53522
H20 -0.42999 2.33454 -1.10706
H21 -2.12276 3.72933 -0.11684
H22 -1.72990 4.20308 -1.79188
H23 -4.11678 4.32118 -1.71503
H24 -4.31761 2.79620 -0.84638
H25 -3.79402 2.80617 -2.56658
C19 5.94697 2.91824 3.44015
O2 5.36025 4.04952 2.78826
C20 4.26242 3.77899 2.09394
O3 3.74492 2.69530 1.97827
O4 3.82983 4.91711 1.54660
C21 2.64698 4.77961 0.76627
H26 6.82813 3.27167 3.96760
H27 5.25637 2.48837 4.16360
H28 6.25335 2.16921 2.71205
H29 1.82067 4.42421 1.38304
H30 2.81477 4.10530 -0.07396
H31 2.39284 5.76306 0.37917
C22 -3.87356 -4.59991 -4.42633
O5 -4.70880 -5.41376 -5.23587
C23 -5.49954 -4.71523 -6.05745
O6 -5.53749 -3.51378 -6.13812
O7 -6.22785 -5.57314 -6.75987
C24 -7.12829 -4.96271 -7.68917
H32 -3.27653 -5.25962 -3.80103
H33 -3.20121 -4.00332 -5.04433
H34 -4.47658 -3.95700 -3.78302
H35 -6.58077 -4.38165 -8.42934
H36 -7.85056 -4.33567 -7.16889
H37 -7.65904 -5.76451 -8.19464
C25 8.09069 -2.20770 4.96952
O8 8.91218 -1.75077 6.04243
C26 8.87784 -0.43221 6.23648
O9 8.23205 0.35903 5.59904
O10 9.68206 -0.14437 7.25741
C27 9.74658 1.24500 7.58256
H38 8.20529 -3.28714 4.91503
H39 7.04381 -1.97415 5.15996
H40 8.41343 -1.77162 4.02498
H41 8.76651 1.61682 7.87806
H42 10.13549 1.81889 6.74269
H43 10.42836 1.34642 8.42258

Atomic forces in eV per Å
-0.5 -0.1 -0.6
0.8 0.0 0.0
-0.4 -0.5 0.1
0.0 0.5 -0.7
1.2 -1.1 1.9
-1.9 0.3 0.2
-0.4 1.8 0.3
0.8 -1.0 0.3
-0.6 -0.1 -0.8
-0.5 0.1 0.3
0.7 -0.5 -0.6
-0.1 0.8 -0.3
0.2 0.4 2.1
-0.3 -0.9 0.1
0.3 0.3 -0.7
0.5 -0.4 -0.1
-0.2 0.2 -0.6
-0.2 -0.1 0.1
1.0 -1.2 -2.2
-0.5 2.9 0.8
-0.1 -0.6 0.1
0.1 -0.9 -0.6
0.3 0.6 0.3
0.0 0.1 0.4
-0.1 0.3 0.2
0.1 0.3 0.0
0.1 -0.2 -0.1
0.3 -0.4 -0.7
0.0 0.2 0.5
0.4 -0.1 -0.2
-0.1 -0.2 -0.3
0.0 -0.4 0.5
0.0 0.3 -0.6
-0.2 0.2 -0.1
0.0 -0.3 -0.1
0.0 0.3 0.2
-0.2 0.1 0.1
0.0 -0.1 0.4
-0.1 0.3 0.0
-0.2 -0.1 0.4
0.2 0.0 0.2
0.2 0.2 0.0
0.0 -0.8 0.1
-0.1 0.0 -0.2
-0.1 0.0 0.2
-0.1 -0.3 -0.1
0.2 0.0 -0.1
0.0 0.2 0.1
0.3 -0.2 0.2
0.0 0.0 0.0
0.2 0.1 0.1
-0.1 0.0 -0.1
0.0 0.0 0.0
-0.3 0.0 -0.2
-0.1 0.2 -0.1
-0.1 0.0 -0.1
-0.1 0.0 0.0
0.1 -0.1 0.0
0.0 -0.1 0.1
0.2 0.1 0.1
0.3 0.1 0.2
0.0 0.0 0.0
-0.1 -0.2 -0.1
0.1 0.1 0.1
0.0 0.0 0.1
-0.3 0.0 -0.3
-0.1 -0.2 -0.1
-0.1 0.1 0.0
0.0 0.1 -0.1
0.0 0.1 0.1
0.1 0.1 0.0
0.1 -0.1 0.1
-0.1 -0.2 -0.2
0.0 0.0 0.0
0.1 -0.1 0.1
-0.1 0.0 -0.1
0.0 0.0 0.0
0.1 0.3 0.2
0.1 0.0 0.2
0.0 0.1 -0.1
-0.1 0.1 0.0
0.0 0.0 -0.1
-0.1 0.0 0.0
0.0 -0.2 0.0

=====

Question: Among the records above, which one has the lowest E_LUMO?
Answer: C27H43FN3O10